Density functional theory data (the ωB97M-V functional and the def2-TZVPD basis) for C13H19NO3S as an isolated structure at a distorted geometry.

Atoms and positions in Å:
1 H -0.2346 -0.6038 -0.2776
2 C 2.6342 -1.2399 -1.0118
3 O 0.7696 2.4738 -0.5416
4 H -1.4580 -3.7383 1.7558
5 H 2.3150 2.6568 0.7057
6 C -2.0087 -3.8268 0.9359
7 C 3.9891 -0.8165 0.8510
8 H -1.9999 0.8234 1.6639
9 H -1.9428 -4.7852 0.5513
10 O 0.3450 1.1867 1.2913
11 C 3.6109 0.3826 0.7895
12 C -2.2851 0.8554 0.5279
13 H -2.9130 -3.4390 0.9372
14 C -1.1577 -1.3777 0.2544
15 N -1.3636 1.8593 -0.1281
16 C 2.1287 2.3423 -0.3889
17 H -0.8238 -1.3542 1.0885
18 H 1.4046 0.4325 -1.7767
19 C 2.5996 0.9154 -0.1081
20 S -1.1401 -3.1546 -0.6335
21 H -2.6629 -0.4813 -1.1856
22 H -1.6022 1.9874 -0.9500
23 H 2.2891 -1.8866 -1.7949
24 C 2.1782 0.0195 -1.2622
25 C 3.6709 -1.5753 -0.2212
26 H -3.5945 2.5808 0.8270
27 H 3.8439 -2.6564 0.0530
28 H 4.0024 1.2780 1.4645
29 H -4.2308 1.0153 -1.3021
30 C -2.4938 -0.6596 0.1496
31 O -4.0870 1.8058 -1.0568
32 C -3.6545 1.7538 0.3560
33 H -3.2466 -1.0331 0.3583
34 H 4.7273 -0.8974 1.2888
35 H -4.4601 0.9784 0.9505
36 H 2.6507 3.1086 -1.0833
37 C -0.1498 1.8629 0.2250

Frontier orbital gap (eV): 9.110
2S+1: 1